Record 1
ORCA calculation (the ωB97M-V functional and the def2-TZVPD basis) on a molecular structure, C22H20Cl2IrN3O4S.

Element x y z (Å)
C: 0.04 -3.38 1.01
C: -2.26 -0.45 1.74
N: 2.06 -0.28 -5.49
H: 0.11 3.81 1.52
H: -0.33 -0.18 0.86
H: 3.04 -2.97 -0.48
C: 1.40 -3.51 0.78
C: -0.78 -0.28 1.85
H: -6.12 -0.70 1.28
O: -0.57 -0.11 -2.32
O: -2.12 -1.69 -2.20
C: -5.05 -0.64 1.43
H: 0.13 -0.18 -4.93
O: 4.26 -0.74 -5.42
H: -2.00 1.11 4.09
H: -4.64 -2.36 0.22
Cl: 5.43 2.29 0.99
C: 3.29 -0.40 -4.79
C: -2.83 -1.49 0.98
H: 1.73 4.33 3.32
H: -0.31 -1.14 2.34
C: -0.15 -2.01 -0.96
C: 2.05 3.79 2.44
C: -1.04 -1.22 -1.91
O: 3.23 -0.17 -3.54
H: -0.43 -3.87 1.85
C: -2.57 1.54 3.27
C: 1.55 2.81 0.31
C: -3.12 0.46 2.38
C: -4.50 0.36 2.21
C: 2.88 2.39 0.15
H: -1.92 2.22 2.72
Ir: 1.48 0.66 -2.51
H: 1.99 -4.12 1.44
H: -5.14 1.08 2.68
N: -2.14 -2.51 0.38
C: 3.37 3.40 2.31
C: 1.99 -2.87 -0.30
C: 1.14 3.50 1.44
H: 1.66 -1.67 -2.05
S: 3.46 1.48 -1.21
H: -3.39 2.12 3.69
H: -2.66 -2.95 -0.37
H: -0.52 0.60 2.41
C: 3.78 2.73 1.18
C: 1.21 -2.13 -1.17
C: -4.23 -1.57 0.83
H: 0.77 1.28 -5.39
N: 0.97 0.40 -4.91
H: 4.08 3.63 3.09
Cl: 0.39 2.47 -0.92
H: 2.14 -0.30 -6.50
C: -0.75 -2.61 0.16

Values from the calculation:
Spin multiplicity: 1
LUMO (spin up / spin down) (eV): -2.9 / -2.7
M (g mol⁻¹): 685.609
Net charge: 0
Relative energy (zero: lowest compared OMol25 entry of this formula, charge and spin) (kJ/mol): 378.7

---

Record 2
ORCA calculation (the ωB97M-V functional and the def2-TZVPD basis) on a single C22H20Cl2N2O4S molecule.

Element x y z (Å)
H: -1.24 0.55 4.31
H: 0.02 -5.88 5.44
H: 1.68 0.37 -5.52
C: -2.02 1.97 -0.44
C: 3.34 1.25 -4.52
Cl: -3.54 4.93 -3.46
C: 1.05 1.90 -4.16
C: 1.47 2.85 -3.23
C: 0.99 -5.79 4.97
O: -2.49 2.54 -5.22
C: -2.98 3.83 -2.28
H: 3.04 -4.33 3.90
C: -3.47 3.83 -0.98
O: -2.56 1.56 2.40
H: 0.74 3.48 -2.75
H: 0.18 -5.10 3.10
O: -0.79 4.22 -4.59
C: 3.75 2.21 -3.60
H: 2.59 -5.55 2.70
C: 0.93 -4.77 3.83
C: 2.81 3.01 -2.96
C: 2.29 -4.61 3.16
H: -1.03 -1.59 0.61
H: 2.26 -3.84 2.39
Cl: 5.43 2.40 -3.25
C: -1.54 1.98 -1.75
H: 4.07 0.64 -5.02
H: 1.30 -6.76 4.58
C: -1.83 0.82 1.77
H: -3.36 2.90 0.95
C: -2.99 2.91 -0.06
C: -0.25 -2.59 2.31
N: -1.53 1.01 0.44
C: -0.95 -0.34 3.76
C: -0.82 -1.51 1.67
N: -0.31 1.72 -4.40
H: -0.54 1.06 -5.13
H: 1.71 -5.46 5.71
O: 0.52 -3.55 4.43
S: -1.44 2.97 -4.35
C: 2.00 1.11 -4.80
H: 3.14 3.75 -2.25
H: -0.79 1.27 -2.06
H: -4.22 4.54 -0.69
C: -2.01 2.91 -2.65
C: -0.02 -2.55 3.69
C: -1.17 -0.36 2.38
C: -0.38 -1.40 4.40
H: -0.20 -1.39 5.46
H: -0.01 -3.47 1.73
H: -0.84 0.39 0.04

Values from the calculation:
Spin multiplicity: 1
SMILES string: CC(C)Oc1ccc(C(=O)Nc2ccc(Cl)c(S(=O)(=O)Nc3ccc(Cl)cc3)c2)cc1
LUMO (eV): 0.2
M (g mol⁻¹): 479.385
Net charge: 0
Relative energy (zero: lowest compared OMol25 entry of this formula, charge and spin) (kJ/mol): 0.0

---

Record 3
ORCA calculation (the ωB97M-V functional and the def2-TZVPD basis) on a single C22H20N2O4 molecule.

Element x y z (Å)
C: 1.44 -0.81 -0.84
H: -3.44 4.18 -2.93
H: 0.71 0.20 2.33
H: -3.13 6.34 0.50
H: -1.46 6.43 -0.15
H: 0.52 -0.56 -1.35
C: -0.20 -2.83 1.82
H: 3.06 -2.19 -3.17
H: 0.38 1.21 0.90
C: -2.02 3.72 0.52
C: 5.79 -2.81 -1.13
C: -2.26 -2.11 0.72
H: -0.16 -4.90 2.31
C: 2.79 -0.84 1.14
H: -3.76 -3.61 0.38
H: -2.38 -5.39 1.42
C: -0.74 -4.10 1.87
N: -0.77 -0.50 1.04
C: 0.49 0.18 1.26
O: 2.26 -1.73 -2.86
H: -2.80 7.25 -1.00
C: -2.84 2.95 -1.62
H: 0.79 -2.63 2.21
C: 1.60 -0.50 0.51
H: 6.35 -3.28 -1.92
N: -2.79 -0.96 0.21
H: 2.93 -0.61 2.18
C: 2.44 -1.44 -1.54
C: -2.01 -4.38 1.36
H: 4.72 -1.73 0.96
H: 6.35 -1.94 -0.75
H: -1.44 2.21 1.90
O: -2.78 5.27 -1.24
C: -2.09 1.36 0.03
H: -1.80 4.52 1.21
C: -2.53 4.01 -0.74
C: 3.81 -1.48 0.44
O: 4.56 -2.42 -1.70
C: -1.90 -0.03 0.41
H: 5.63 -3.52 -0.31
C: -2.78 -3.40 0.78
C: -0.97 -1.84 1.24
C: 3.64 -1.79 -0.90
H: -2.88 0.84 -1.90
C: -1.80 2.41 0.90
C: -2.52 6.37 -0.41
C: -2.63 1.65 -1.23
O: -3.35 3.22 -2.84

Values from the calculation:
Spin multiplicity: 1
SMILES string: COc1ccc(Cn2c(-c3ccc(OC)c(O)c3)nc3ccccc32)cc1O
LUMO (eV): 0.6
M (g mol⁻¹): 376.412
Net charge: 0
Relative energy (zero: lowest compared OMol25 entry of this formula, charge and spin) (kJ/mol): 136.7

---

Record 4
ORCA calculation (the ωB97M-V functional and the def2-TZVPD basis) on a molecular structure, C22H20N2O7PPbS.

Element x y z (Å)
Pb: 0.31 -0.44 0.42
P: -2.64 -0.08 -0.09
C: -2.54 -0.95 -2.83
N: 0.31 1.95 0.29
C: -4.19 -3.33 1.78
H: -4.97 -1.08 -5.19
C: -3.70 -2.46 0.81
S: -0.80 -1.41 -2.76
C: -4.42 -2.88 3.07
H: -2.98 4.63 -1.40
O: 1.39 2.30 3.46
C: 2.90 -0.75 1.73
C: -3.63 -0.69 2.45
C: -3.46 3.85 -0.82
C: 0.75 1.61 2.67
O: -0.84 -2.68 -2.09
H: -1.98 2.39 -1.33
H: -2.52 -1.37 -4.91
N: 0.74 0.28 2.52
C: 1.94 -0.44 2.92
C: -4.69 -0.44 -1.89
O: 3.97 -1.27 1.99
H: -3.48 -2.82 -0.18
H: 1.70 -1.39 3.39
C: -3.15 -1.10 -4.07
H: -0.41 2.21 -0.39
H: -4.79 -3.56 3.82
C: -3.30 -0.58 -1.73
H: 1.17 2.43 0.08
O: -0.06 -2.29 0.79
H: -4.27 -1.22 4.42
C: -4.51 -0.95 -4.22
H: -6.17 3.28 1.11
C: -3.48 1.56 -0.03
C: -3.44 -1.13 1.14
C: -5.29 -0.63 -3.12
H: -5.16 1.04 1.20
O: -0.36 -1.41 -4.14
O: -0.10 -0.34 -2.00
C: -4.67 1.83 0.63
H: -4.38 -4.36 1.52
O: 2.53 -0.39 0.53
H: -1.19 1.98 1.75
C: -4.64 4.11 -0.14
H: -5.08 5.09 -0.18
H: -0.11 3.39 1.82
C: -4.13 -1.56 3.41
H: -5.30 -0.17 -1.04
C: -5.24 3.09 0.59
H: -6.37 -0.52 -3.21
H: 2.52 0.17 3.62
C: -0.15 2.31 1.65
C: -2.88 2.59 -0.76
H: -3.38 0.32 2.73

Values from the calculation:
Spin multiplicity: 1
LUMO (eV): 2.0
M (g mol⁻¹): 694.650
Net charge: -1
Relative energy (zero: lowest compared OMol25 entry of this formula, charge and spin) (kJ/mol): 566.1

---

Record 5
ORCA calculation (the ωB97M-V functional and the def2-TZVPD basis) on a molecular structure, C22H20N4NiO2Se2.

Element x y z (Å)
C: -3.33 -1.83 -0.66
C: 2.03 -1.19 1.22
H: 0.61 3.81 -1.54
H: 1.19 -5.05 -2.36
O: 1.69 -0.85 0.08
H: 3.60 -2.32 2.17
C: 1.66 5.40 -0.53
N: 0.16 -1.86 -2.07
C: 3.48 -1.50 1.47
H: -0.99 -2.23 3.68
H: 2.70 6.78 0.74
C: 0.32 2.00 0.37
Se: -2.75 -3.58 -1.21
H: 2.59 5.31 2.73
C: 2.16 4.99 1.79
H: 2.12 -1.62 -4.78
H: -2.09 -1.73 2.39
N: 0.34 1.22 1.49
C: 1.55 3.75 1.71
N: -0.48 0.18 1.40
H: -2.34 1.23 -0.29
H: 2.42 -4.05 -4.30
C: -4.40 0.61 -0.14
H: 0.65 -0.28 -3.27
H: 1.49 3.09 2.56
C: -0.17 -0.86 2.25
H: 1.35 -2.11 3.06
H: 3.99 -1.72 0.53
H: 3.95 -0.62 1.92
C: 1.11 -4.00 -2.60
N: -2.51 -0.79 -0.59
Se: -0.64 -3.85 -0.31
C: 1.09 -1.39 2.30
C: 0.99 3.32 0.50
H: 1.71 6.04 -1.40
H: -1.73 -0.61 3.69
C: -1.30 -1.39 3.07
H: -6.31 -0.38 -0.02
H: -4.77 1.61 0.05
C: 0.31 -3.17 -1.83
C: -4.71 -1.73 -0.44
O: -0.18 1.64 -0.72
Ni: -0.40 -0.68 -0.47
C: -3.05 0.41 -0.33
C: -5.25 -0.49 -0.19
C: 0.80 -1.34 -3.12
C: 1.05 4.16 -0.61
C: 2.22 5.81 0.68
C: 1.78 -3.44 -3.68
C: 1.62 -2.09 -3.95
H: -5.32 -2.62 -0.47

Values from the calculation:
Spin multiplicity: 1
LUMO (spin up / spin down) (eV): -0.6 / -0.6
M (g mol⁻¹): 589.041
Net charge: 0
Relative energy (zero: lowest compared OMol25 entry of this formula, charge and spin) (kJ/mol): 216.2

---

Record 6
ORCA calculation (the ωB97M-V functional and the def2-TZVPD basis) on a molecular structure, C22H21AsBrCl2NPdS.

Element x y z (Å)
H: 6.14 0.27 1.29
C: -2.24 1.53 2.38
H: -3.64 -2.59 3.76
C: 5.15 0.29 0.86
C: 0.08 2.86 -2.26
H: 3.24 2.15 -1.26
H: -0.42 4.71 -3.20
C: -2.57 -2.75 3.94
H: -2.86 -3.23 -3.21
C: 0.66 1.60 -2.45
C: 0.51 3.35 -4.57
As: 0.82 0.39 -0.99
H: -2.64 -4.89 3.57
C: 1.15 1.21 -3.69
C: -3.07 -2.29 -2.73
H: -2.78 -4.42 5.27
H: -3.72 1.41 0.84
H: 1.45 1.80 -5.73
H: -4.07 -1.94 -2.95
C: 1.07 2.09 -4.76
H: 1.09 1.03 1.99
Cl: -2.98 -2.54 -0.96
C: 4.24 -0.70 1.18
H: -2.09 0.85 -0.93
C: -2.27 -4.20 4.33
C: -0.39 0.89 0.42
S: 1.88 -1.94 1.05
C: 2.59 0.38 -0.26
C: 0.04 1.10 1.73
C: 2.94 -0.68 0.62
N: -1.31 -2.07 1.77
H: 4.51 -1.50 1.85
H: 1.58 0.22 -3.83
H: -2.95 1.80 3.15
H: -0.55 1.62 3.72
H: 5.50 2.08 -0.27
C: -1.76 1.00 0.09
Br: 0.44 -3.65 -1.39
C: 4.79 1.31 -0.01
Cl: -1.92 -1.07 -3.30
H: -0.30 3.15 -1.29
C: -0.89 1.43 2.71
C: -1.88 -2.36 2.72
H: -1.21 -4.36 4.47
H: 0.44 4.03 -5.41
Pd: -0.36 -1.74 -0.15
H: -2.27 -2.05 4.72
C: 3.50 1.35 -0.57
C: 0.02 3.73 -3.33
C: -2.67 1.32 1.08

Values from the calculation:
Spin multiplicity: 5
<S²>: 6.0457
LUMO (spin up / spin down) (eV): -5.4 / -9.2
M (g mol⁻¹): 663.636
Net charge: +2
Relative energy (zero: lowest compared OMol25 entry of this formula, charge and spin) (kJ/mol): 0.0